Entry 1:
7 unconnected molecules or ions with the total composition C48H92N5O23P2, computed with ωB97M-V with the def2-TZVPD basis set.

Geometry as XYZ:
```
170
Properties=species:S:1:pos:R:3:forces:R:3
C 0.413 1.314 4.119 0.17 0.29 -0.95
C -0.509 1.710 3.445 -0.13 0.22 -0.46
C -1.618 2.175 2.518 0.10 -0.34 2.14
N -1.652 1.425 1.244 1.23 -1.37 0.59
C -1.625 0.015 1.330 0.68 -0.55 -1.07
N -2.427 -0.763 1.980 -0.55 1.05 1.27
N -2.267 -2.142 2.045 0.71 -0.90 0.56
C -3.604 -0.225 2.710 -1.35 0.15 -1.53
C -4.909 -1.064 2.397 -0.17 0.21 0.53
C -5.577 -1.635 3.705 0.32 0.25 -0.88
O -6.793 -0.962 3.977 0.14 -0.86 0.07
C -7.937 -1.782 3.725 -1.07 0.44 0.16
N -0.567 -0.601 0.572 -0.66 0.58 -0.82
P -1.052 -1.491 -0.814 -2.24 -2.54 -1.44
O -2.473 -1.848 -0.802 0.09 0.79 0.76
O -0.211 -2.901 -0.819 0.44 2.14 0.53
O -0.752 -0.751 -2.225 1.16 -0.62 1.30
C 0.420 0.507 0.435 0.62 0.79 0.65
C 1.674 0.364 -0.453 0.40 -1.56 0.40
C 2.694 -0.586 0.289 0.90 0.58 -1.47
C 3.927 -0.730 -0.693 -1.03 0.56 -0.36
C 3.677 -1.732 -1.854 0.92 -0.57 0.00
C 3.980 -3.250 -1.527 0.07 0.16 0.03
C 4.492 -3.537 -0.085 0.07 -0.37 -0.76
C -0.535 1.719 0.282 0.54 1.13 -1.01
C -1.151 2.069 -1.126 -0.08 -0.03 -0.02
C -2.633 1.612 -1.307 0.22 0.90 -0.68
C -3.566 2.760 -0.806 -0.04 -0.31 0.11
C -4.987 2.287 -0.402 0.05 0.89 0.14
N -5.611 1.417 -1.377 -1.02 -0.62 -1.16
C -5.542 0.058 -1.394 0.05 -2.43 -0.08
C -6.243 -0.535 -2.471 0.46 2.61 0.76
C -6.795 0.620 -3.188 1.15 -0.51 1.56
C -6.379 1.754 -2.472 -1.15 0.09 -1.68
P 0.604 3.174 0.593 1.32 0.30 1.24
O 1.727 2.911 1.530 -0.44 -0.16 -0.11
H 1.428 1.082 4.429 -0.84 0.04 0.27
H -2.543 2.030 3.112 0.30 0.09 -0.73
H -1.579 3.268 2.355 0.16 -0.70 -0.23
H -1.278 -2.380 2.169 -0.14 0.36 -0.35
H -2.702 -2.502 2.898 -0.25 0.46 -0.25
H -3.413 -0.122 3.793 0.17 -0.13 -0.55
H -3.796 0.753 2.228 0.33 -0.40 0.63
H -5.665 -0.378 1.957 0.54 -0.33 0.25
H -4.732 -1.844 1.634 0.14 0.35 0.44
H -4.884 -1.452 4.550 -0.42 -0.34 -0.21
H -5.761 -2.716 3.551 0.18 0.42 0.38
H -8.789 -1.335 4.279 0.56 -0.15 -0.28
H -8.232 -1.776 2.654 0.37 -0.22 0.46
H -7.824 -2.814 4.112 0.16 0.44 -0.32
H 0.265 -2.977 0.025 0.12 -0.29 -0.39
H -0.422 -1.425 -2.849 -0.04 0.34 0.00
H 0.864 0.536 1.455 -0.41 0.57 -0.55
H 1.511 -0.099 -1.442 -0.30 0.47 0.39
H 2.229 1.304 -0.621 -0.74 -0.16 0.29
H 2.225 -1.573 0.460 0.30 0.45 0.29
H 3.095 -0.104 1.200 -0.69 -0.39 -0.15
H 4.877 -0.884 -0.153 -0.53 -0.23 -0.30
H 4.019 0.276 -1.166 0.16 -0.56 0.33
H 2.650 -1.679 -2.265 0.41 0.28 0.35
H 4.352 -1.451 -2.691 -0.48 -0.05 0.46
H 4.737 -3.608 -2.256 -0.49 0.12 0.43
H 3.053 -3.835 -1.709 0.61 0.20 0.13
H 3.654 -3.376 0.618 0.69 -0.03 0.03
H 5.389 -2.936 0.163 -0.69 -0.16 0.03
H 4.832 -4.593 -0.029 -0.43 0.55 0.08
H -0.486 1.749 -1.954 -0.37 -0.08 0.63
H -1.161 3.186 -1.198 -0.04 -0.62 -0.05
H -2.862 0.619 -0.882 0.09 0.53 -0.11
H -2.809 1.531 -2.401 0.07 -0.24 0.66
H -3.128 3.309 0.060 -0.25 -0.45 -0.38
H -3.621 3.513 -1.622 -0.15 -0.43 0.45
H -5.622 3.189 -0.270 0.31 -0.57 -0.13
H -4.986 1.783 0.591 0.12 0.11 -0.65
H -4.996 -0.474 -0.603 -0.18 0.32 -0.43
H -6.340 -1.600 -2.688 0.09 0.55 0.14
H -7.403 0.585 -4.097 0.31 0.24 0.54
H -6.676 2.762 -2.784 0.52 -0.27 0.67
H -0.162 4.296 1.030 -0.20 -0.36 -0.66
H 1.163 3.508 -0.675 -0.92 -0.14 0.03
C 8.587 -2.606 4.072 0.00 0.30 0.07
C 8.905 -2.944 2.630 0.09 -0.35 0.43
O 8.414 -1.932 1.740 -0.02 -0.02 -0.22
C 9.161 -0.827 1.657 -0.12 0.05 0.07
O 10.190 -0.622 2.244 -0.01 -0.03 -0.05
O 8.554 0.022 0.822 0.00 -0.11 0.00
C 9.208 1.288 0.701 0.09 0.38 -0.12
H 7.519 -2.413 4.194 -0.01 -0.15 -0.03
H 8.877 -3.424 4.731 -0.02 -0.01 -0.05
H 9.114 -1.706 4.390 0.08 -0.08 -0.04
H 8.400 -3.869 2.351 -0.11 0.17 -0.21
H 9.974 -3.101 2.480 -0.02 0.21 -0.03
H 10.259 1.167 0.448 -0.03 -0.04 0.12
H 9.100 1.853 1.628 0.14 -0.08 0.03
H 8.720 1.837 -0.101 -0.11 -0.22 -0.02
C -7.548 2.198 3.027 0.20 0.09 0.14
C -7.868 3.301 2.039 -0.07 -0.57 -0.12
O -8.062 4.552 2.707 0.13 0.19 -0.12
C -6.944 5.181 3.068 -0.18 -0.01 0.16
O -5.816 4.795 2.869 -0.01 0.01 -0.07
O -7.283 6.301 3.701 0.08 -0.09 -0.13
C -6.177 7.043 4.219 0.19 0.29 0.17
H -8.308 2.148 3.807 -0.07 -0.08 -0.11
H -7.493 1.233 2.522 -0.06 0.02 0.04
H -6.593 2.378 3.523 0.01 0.00 -0.08
H -8.804 3.075 1.528 -0.08 0.26 0.11
H -7.097 3.393 1.273 0.03 0.13 0.15
H -5.436 7.237 3.445 -0.01 -0.14 0.02
H -5.726 6.507 5.054 0.07 -0.03 -0.11
H -6.562 7.994 4.579 -0.20 -0.12 -0.06
C 12.874 1.597 -4.656 0.13 0.22 0.14
C 11.371 1.426 -4.592 0.36 -0.25 -0.45
O 10.842 1.936 -3.358 -0.26 0.06 0.07
C 10.705 3.261 -3.298 0.21 -0.17 0.02
O 10.970 4.045 -4.171 -0.09 0.02 0.04
O 10.239 3.574 -2.083 -0.10 -0.03 -0.03
C 10.121 4.978 -1.849 -0.07 0.29 0.15
H 13.348 1.159 -3.776 -0.06 -0.13 -0.06
H 13.278 1.123 -5.550 -0.03 0.01 0.01
H 13.149 2.652 -4.674 -0.07 -0.02 -0.11
H 11.121 0.366 -4.618 -0.14 0.07 0.27
H 10.877 1.895 -5.444 0.00 0.17 0.15
H 9.542 5.462 -2.633 0.14 -0.04 -0.06
H 11.111 5.428 -1.772 -0.04 0.03 -0.14
H 9.603 5.109 -0.901 0.03 -0.23 0.00
C -9.665 -9.358 5.726 0.16 0.10 0.26
C -9.982 -8.239 4.756 0.02 -0.59 -0.17
O -10.174 -6.994 5.444 0.03 0.22 -0.09
C -9.061 -6.367 5.818 -0.17 -0.19 0.09
O -7.932 -6.740 5.622 0.00 0.12 -0.05
O -9.411 -5.252 6.470 0.02 0.04 -0.11
C -8.308 -4.521 7.000 0.16 0.26 0.19
H -10.426 -9.415 6.506 -0.08 -0.05 -0.12
H -9.616 -10.315 5.207 -0.04 0.04 -0.02
H -8.709 -9.188 6.223 0.02 0.00 -0.12
H -10.919 -8.453 4.243 -0.07 0.27 0.12
H -9.211 -8.139 3.991 0.07 0.14 0.15
H -7.563 -4.317 6.231 0.03 -0.17 0.04
H -7.860 -5.068 7.830 0.10 -0.03 -0.12
H -8.686 -3.573 7.375 -0.24 -0.12 -0.06
C 17.126 1.257 -10.334 0.12 0.25 0.15
C 15.622 1.092 -10.257 0.32 -0.23 -0.42
O 15.107 1.603 -9.020 -0.23 0.03 0.05
C 14.976 2.930 -8.958 0.16 -0.09 0.08
O 15.235 3.711 -9.835 -0.08 -0.01 0.01
O 14.522 3.245 -7.741 -0.06 -0.06 -0.06
C 14.411 4.649 -7.506 -0.09 0.31 0.19
H 17.605 0.815 -9.458 -0.05 -0.13 -0.07
H 17.520 0.780 -11.232 -0.04 -0.03 0.02
H 17.405 2.311 -10.355 -0.07 -0.02 -0.09
H 15.368 0.032 -10.281 -0.13 0.07 0.26
H 15.122 1.563 -11.104 0.01 0.16 0.14
H 13.826 5.135 -8.285 0.13 -0.05 -0.06
H 15.403 5.096 -7.438 -0.04 0.02 -0.15
H 13.901 4.782 -6.554 0.01 -0.24 -0.01
C -13.101 -2.206 -1.558 0.23 0.15 -0.18
C -12.807 -2.220 -0.073 -0.58 -0.07 -0.22
O -11.393 -2.252 0.175 0.16 0.06 0.21
C -10.763 -1.085 0.050 -0.16 -0.19 -0.17
O -11.266 -0.030 -0.233 0.09 0.02 0.09
O -9.459 -1.290 0.278 0.04 -0.01 0.11
C -8.650 -0.128 0.097 0.15 0.31 0.04
H -12.600 -3.038 -2.056 -0.11 -0.08 0.08
H -14.175 -2.279 -1.738 0.02 -0.03 0.05
H -12.738 -1.289 -2.023 -0.08 0.03 0.08
H -13.217 -3.125 0.374 0.29 -0.03 0.08
H -13.266 -1.372 0.436 0.20 0.08 -0.05
H -9.036 0.708 0.680 -0.11 -0.03 -0.10
H -8.589 0.139 -0.958 -0.07 0.06 0.04
H -7.647 -0.369 0.446 -0.09 -0.23 -0.01
```
Forces are in eV/Å.

Its total charge is +1. The calculation puts the HOMO-LUMO gap at 0.2635 hartree. The calculation puts the HOMO energy at -10.11 eV. Its total energy is -124381.615 eV.

---

Entry 2:
8 unconnected molecules or ions with the total composition C48H93ClN12O14Si, computed with ωB97M-V with the def2-TZVPD basis set.

Geometry as XYZ:
```
169
Properties=species:S:1:pos:R:3:forces:R:3
C 1.932 -5.016 1.904 -0.92 -0.90 -0.04
C 1.997 -5.938 0.677 0.89 0.49 -0.05
C 2.216 -5.262 -0.699 0.18 -0.35 0.23
Cl 0.660 -4.810 -1.493 0.18 -0.17 0.10
C 3.249 -4.147 -0.717 -0.43 0.47 0.11
C 3.024 -2.830 -0.313 -1.13 0.01 0.27
C 1.676 -2.334 0.192 0.06 0.76 0.08
C 1.036 -1.222 -0.718 0.25 -1.07 0.42
C -0.188 -1.660 -1.531 0.53 1.10 -0.77
C -0.768 -0.402 -2.261 -0.27 -1.06 0.03
C -2.182 -0.025 -1.783 0.79 1.02 0.05
C -2.403 -0.198 -0.274 -0.90 0.30 -0.95
O -3.358 -1.274 -0.088 0.87 -0.43 0.92
C -3.264 -1.871 1.146 -1.06 0.19 1.07
C -2.002 -2.609 1.560 -0.10 0.69 -0.53
O -4.224 -1.845 1.889 0.50 -0.16 -0.79
C 4.054 -1.877 -0.337 -0.38 1.23 0.39
C 3.864 -0.444 0.135 0.78 -0.11 -0.38
C 3.754 0.557 -1.045 -0.46 0.02 -0.20
O 2.920 1.673 -0.735 0.75 0.03 0.53
Si 3.492 2.699 0.471 -0.27 1.59 0.74
C 5.361 2.982 0.406 -0.53 -1.12 -0.59
C 3.059 2.102 2.225 0.47 -0.53 -0.88
C 2.669 4.391 0.309 -0.37 -1.09 0.20
C 5.284 -2.237 -0.801 0.83 0.01 -0.32
C 5.508 -3.536 -1.215 1.15 0.63 -0.29
C 4.528 -4.465 -1.160 0.40 -2.02 -0.97
C 4.901 -5.873 -1.593 -0.58 -0.05 0.84
O 4.323 -6.146 -2.889 0.26 0.07 0.29
N 4.327 -7.537 -3.059 -0.37 -0.08 -0.18
O 3.610 -7.847 -3.926 0.27 -0.03 -0.08
C 6.945 -3.648 -1.688 -0.87 -0.17 0.08
O 7.538 -4.569 -2.204 -0.23 0.68 0.58
N 7.473 -2.380 -1.437 1.89 0.15 0.29
C 8.925 -2.200 -1.293 -0.27 0.22 -0.21
C 9.423 -1.889 0.150 1.26 0.20 0.24
N 9.475 -0.442 0.457 -0.32 -0.68 -0.36
N 8.731 -2.654 1.160 -0.47 0.04 -0.29
N 10.835 -2.322 0.223 -0.41 0.20 -0.21
C 6.574 -1.441 -0.971 -1.74 -0.41 0.03
O 6.744 -0.257 -0.781 0.50 -0.70 -0.06
H 0.922 -4.605 1.973 0.23 0.33 0.13
H 2.044 -5.650 2.789 0.08 0.18 -0.01
H 2.699 -4.245 1.922 -0.06 0.00 -0.08
H 1.136 -6.604 0.603 -0.03 0.14 0.09
H 2.876 -6.584 0.818 -0.10 0.00 -0.12
H 2.612 -6.039 -1.348 -0.40 0.13 -0.08
H 0.966 -3.123 0.412 0.10 -0.05 -0.20
H 1.883 -1.841 1.149 -0.09 -0.30 0.04
H 0.847 -0.344 -0.092 -0.19 0.00 -0.20
H 1.797 -0.939 -1.443 -0.18 0.24 0.04
H -0.940 -2.190 -0.947 0.09 -0.02 -0.09
H 0.191 -2.305 -2.323 -0.23 -0.35 0.25
H -0.041 0.409 -2.169 -0.28 0.12 0.15
H -0.827 -0.636 -3.330 0.02 0.17 0.07
H -2.946 -0.531 -2.374 0.00 -0.27 0.37
H -2.322 1.042 -2.002 -0.06 -0.13 -0.04
H -1.479 -0.366 0.278 -0.07 -0.03 -0.08
H -2.895 0.705 0.102 0.18 -0.13 0.24
H -2.039 -2.810 2.626 -0.16 -0.26 -0.12
H -1.107 -2.010 1.371 -0.02 -0.22 -0.16
H -1.970 -3.524 0.964 0.22 -0.04 0.21
H 4.792 -0.179 0.654 -0.23 0.02 0.19
H 3.047 -0.339 0.843 -0.09 0.07 -0.25
H 4.751 0.893 -1.346 -0.06 -0.05 0.19
H 3.323 0.080 -1.930 -0.01 -0.02 0.12
H 5.663 3.777 1.086 0.00 -0.01 -0.09
H 5.620 3.206 -0.635 0.18 0.27 0.21
H 5.874 2.043 0.650 0.19 0.25 0.09
H 3.789 1.322 2.474 -0.22 0.02 0.27
H 3.154 2.914 2.947 -0.13 -0.02 -0.07
H 2.054 1.670 2.232 0.04 0.13 0.22
H 3.298 5.160 0.762 0.02 0.01 -0.27
H 1.739 4.331 0.900 0.40 0.20 -0.37
H 2.387 4.612 -0.724 0.16 0.27 0.11
H 5.975 -6.033 -1.561 -0.07 0.08 -0.36
H 4.438 -6.556 -0.873 0.24 -0.12 -0.14
H 9.232 -1.411 -1.987 0.17 0.00 0.25
H 9.426 -3.111 -1.613 -0.43 -0.09 -0.14
H 8.656 -0.211 1.004 -0.03 0.23 -0.18
H 9.402 0.048 -0.428 -0.12 0.38 0.25
H 8.979 -2.278 2.069 0.17 -0.17 0.00
H 7.722 -2.583 1.070 0.05 0.04 0.00
H 11.350 -1.734 -0.426 0.26 -0.10 0.17
H 10.913 -3.286 -0.084 0.05 0.02 0.02
C 7.102 -3.989 -7.593 0.00 0.03 0.30
N 8.048 -3.601 -6.566 -0.10 0.00 -0.19
C 7.615 -3.574 -5.179 0.28 0.05 -0.06
C 9.320 -3.263 -6.851 0.07 0.01 -0.07
O 10.151 -2.931 -6.028 -0.05 0.01 0.09
H 6.251 -3.303 -7.588 -0.05 -0.07 -0.11
H 6.744 -5.002 -7.401 -0.08 0.01 -0.11
H 7.572 -3.960 -8.574 0.05 0.02 0.03
H 7.742 -2.565 -4.781 -0.03 -0.04 0.11
H 8.229 -4.256 -4.592 -0.08 0.04 0.11
H 6.571 -3.869 -5.104 0.01 -0.03 -0.08
H 9.551 -3.315 -7.929 -0.04 -0.02 -0.01
C -2.065 7.606 -0.412 -0.21 -0.31 -0.37
N -1.587 6.254 -0.162 -0.02 0.20 0.07
C -2.160 5.155 -0.917 0.19 -0.07 0.15
C -0.634 5.983 0.741 0.03 0.00 0.09
O -0.199 4.869 0.985 -0.47 0.01 0.04
H -3.137 7.653 -0.198 0.03 0.10 0.07
H -1.889 7.873 -1.461 -0.18 -0.07 0.67
H -1.544 8.318 0.227 0.04 -0.06 0.02
H -2.615 4.437 -0.232 -0.02 -0.06 -0.08
H -1.375 4.646 -1.477 -0.08 -0.07 -0.03
H -2.913 5.532 -1.604 0.03 0.08 0.02
H -0.263 6.881 1.260 -0.01 0.02 -0.01
C -1.455 9.962 -6.277 -0.21 0.06 0.16
N -1.790 9.658 -4.900 0.04 -0.04 -0.09
C -3.098 10.046 -4.390 0.24 -0.21 0.15
C -0.935 9.031 -4.081 0.12 -0.04 -0.02
O -1.164 8.750 -2.915 0.15 0.29 -0.57
H -1.503 11.041 -6.435 0.03 -0.02 -0.12
H -2.166 9.471 -6.944 0.06 0.05 -0.10
H -0.451 9.614 -6.511 0.00 -0.02 0.05
H -2.974 10.720 -3.544 -0.15 0.03 -0.02
H -3.632 9.157 -4.048 -0.06 0.06 0.03
H -3.672 10.541 -5.164 0.09 0.06 -0.01
H 0.025 8.781 -4.562 0.00 0.01 0.00
C -3.139 -4.175 7.020 0.21 -0.03 -0.03
N -2.129 -4.519 6.034 -0.10 0.03 0.09
C -0.729 -4.509 6.420 -0.06 -0.07 -0.25
C -2.450 -4.848 4.772 -0.20 -0.04 -0.11
O -1.653 -5.144 3.898 0.16 0.06 0.06
H -2.965 -3.161 7.384 -0.10 -0.01 0.07
H -3.084 -4.872 7.859 -0.08 0.06 0.05
H -4.135 -4.227 6.582 0.01 0.01 -0.04
H -0.182 -3.800 5.797 0.09 -0.03 0.05
H -0.299 -5.500 6.269 0.09 0.04 0.03
H -0.633 -4.225 7.465 -0.08 0.01 0.00
H -3.537 -4.825 4.585 -0.01 0.01 0.04
C -8.376 10.731 -6.122 -0.01 0.04 0.29
N -7.465 11.255 -5.123 -0.07 -0.07 -0.15
C -7.897 11.320 -3.736 0.23 0.09 -0.03
C -6.230 11.686 -5.435 0.02 0.06 -0.05
O -5.428 12.135 -4.637 -0.08 -0.01 0.03
H -9.283 11.339 -6.147 -0.04 -0.07 -0.10
H -8.643 9.702 -5.871 -0.07 0.00 -0.11
H -7.912 10.747 -7.106 0.04 0.02 0.03
H -7.861 12.353 -3.389 -0.02 -0.04 0.09
H -7.225 10.727 -3.115 -0.05 0.04 0.08
H -8.910 10.939 -3.643 0.00 -0.01 -0.08
H -5.999 11.596 -6.510 -0.04 -0.02 -0.01
C -7.749 -2.070 2.483 -0.15 -0.02 0.17
N -7.819 -2.531 3.857 0.08 -0.06 -0.08
C -8.998 -2.233 4.651 0.22 -0.13 0.13
C -6.814 -3.229 4.416 0.15 0.00 -0.11
O -6.803 -3.646 5.563 -0.07 0.01 0.05
H -7.820 -0.981 2.458 0.03 -0.01 -0.14
H -8.573 -2.498 1.908 0.03 0.06 -0.07
H -6.805 -2.375 2.036 0.03 0.07 0.03
H -8.713 -1.654 5.531 -0.11 -0.01 0.03
H -9.460 -3.163 4.987 -0.08 0.06 0.04
H -9.712 -1.666 4.059 0.05 -0.01 -0.05
H -5.972 -3.396 3.725 -0.02 0.05 -0.03
C -10.498 -6.319 8.112 0.23 0.18 -0.05
N -10.008 -5.000 8.454 -0.08 -0.16 0.01
C -8.734 -4.554 7.905 -0.20 0.15 0.22
C -10.694 -4.170 9.263 -0.08 0.00 0.05
O -10.334 -3.054 9.583 0.06 0.02 -0.04
H -9.780 -7.074 8.441 -0.08 -0.10 -0.05
H -10.625 -6.396 7.030 -0.04 -0.13 0.02
H -11.455 -6.507 8.595 0.01 0.05 0.02
H -8.048 -4.324 8.721 0.07 0.04 -0.08
H -8.886 -3.650 7.320 0.17 -0.01 -0.03
H -8.304 -5.326 7.274 -0.06 -0.01 -0.02
H -11.644 -4.604 9.622 0.00 -0.04 -0.02
```
Forces are in eV/Å.

Its SMILES is CC[C@@H](Cl)c1c(CCCCCCOC(C)=O)c(CCO[Si](C)(C)C)c2c(c1CON=O)C(=O)N(CC(N)(N)N)C2=O.CN(C)C=O.CN(C)C=O.CN(C)C=O.CN(C)C=O.CN(C)C=O.CN(C)C=O.CN(C)C=O. The calculation puts the HOMO-LUMO gap at 0.2993 hartree. The calculation puts the HOMO energy at -8.79 eV. Its total energy is -118230.933 eV.